(1)
This record from the Open Molecules 2025 dataset describes a molecular structure, C26H50CuN2O8. The level of theory is the ωB97M-V functional and the def2-TZVPD basis.

## Properties
2S+1 ... 1
Energy above the lowest of the compared OMol25 structures with the same formula, charge and spin ... 104.0 kcal per mole
Total charge ... +1
HOMO-LUMO gap ... 4.0 eV

The geometry in XYZ format:
```
87
C26H50CuN2O8 | the Open Molecules 2025 dataset | the ωB97M-V functional and the def2-TZVPD basis
Cu 0.419 0.354 0.463
C -1.917 0.641 -8.461
C -1.616 -0.251 -7.195
C -0.595 -1.283 -7.410
O 0.282 -1.225 -6.315
C 0.031 -0.113 -5.609
O 0.579 0.241 -4.605
O -1.017 0.518 -6.204
H -2.576 0.069 -9.114
H -1.024 0.813 -9.062
H -2.388 1.607 -8.277
H -2.493 -0.712 -6.739
H -0.054 -1.199 -8.353
H -1.155 -2.216 -7.467
C -1.234 6.732 -6.120
C -1.970 6.892 -4.736
C -3.283 6.253 -4.776
O -3.218 5.270 -3.735
C -1.989 5.247 -3.177
O -1.558 4.454 -2.365
O -1.174 6.240 -3.736
H -0.582 5.859 -6.162
H -0.453 7.452 -6.361
H -1.920 6.616 -6.959
H -2.155 7.961 -4.624
H -3.515 5.786 -5.734
H -4.044 7.007 -4.575
C 4.925 -0.913 1.436
C 5.214 0.160 2.566
C 5.926 1.402 1.891
C 6.113 2.654 2.825
C 4.754 2.953 3.490
C 3.887 1.739 4.096
N 3.963 0.635 3.114
O 3.162 -0.352 3.485
C 4.417 1.307 5.570
C 2.425 2.359 4.134
C 6.161 -0.502 3.560
H 5.857 -1.001 0.877
H 4.139 -0.687 0.715
H 4.736 -1.881 1.900
H 6.868 1.214 1.377
H 5.266 1.748 1.094
H 6.505 3.439 2.177
H 6.895 2.508 3.569
H 4.054 3.584 2.943
H 5.111 3.462 4.386
H 4.020 1.994 6.317
H 4.137 0.272 5.765
H 5.498 1.445 5.609
H 1.992 2.711 3.198
H 1.762 1.554 4.453
H 2.242 3.217 4.781
H 6.693 -1.376 3.184
H 5.577 -1.100 4.259
H 6.826 0.168 4.104
H 3.525 -0.493 4.363
C -1.248 -4.494 0.353
C -2.539 -4.425 1.194
C -2.120 -4.894 2.645
C -3.187 -4.659 3.714
C -3.708 -3.179 3.753
C -4.101 -2.670 2.303
N -3.065 -3.067 1.289
O -3.048 -2.347 0.071
C -5.534 -3.222 1.856
C -4.182 -1.019 2.331
C -3.564 -5.475 0.561
H -0.375 -4.188 0.930
H -1.321 -3.803 -0.487
H -0.963 -5.483 -0.007
H -1.985 -5.971 2.546
H -1.210 -4.419 3.011
H -2.800 -4.992 4.677
H -4.012 -5.372 3.703
H -2.909 -2.559 4.160
H -4.519 -3.078 4.474
H -6.364 -2.775 2.404
H -5.755 -3.076 0.799
H -5.577 -4.269 2.154
H -4.673 -0.703 3.252
H -3.185 -0.582 2.291
H -4.716 -0.674 1.445
H -4.146 -5.010 -0.235
H -4.309 -5.898 1.234
H -3.038 -6.298 0.077
H -3.875 -2.628 -0.328
```

Results of the Mulliken charge analysis, in e, for atoms 1 through 2:
1 Cu 0.977
2 C -1.358

(2)
This record from the Open Molecules 2025 dataset describes a molecular structure, C26H50FeN5O14S2Sn. The level of theory is the ωB97M-V functional and the def2-TZVPD basis.

## Properties
⟨S²⟩ ... 12.013
2S+1 ... 7
Total charge ... +1
HOMO-LUMO gap (spin up / spin down) ... 4.3 / 4.4 eV

The geometry in XYZ format:
```
99
C26H50FeN5O14S2Sn | the Open Molecules 2025 dataset | the ωB97M-V functional and the def2-TZVPD basis
Fe 0.255 -0.427 3.403
C -0.966 -6.145 1.422
O -1.752 -5.220 0.661
C -1.258 -3.905 0.940
C -2.033 -3.005 -0.064
N -3.477 -3.282 -0.057
H -3.885 -2.672 -0.751
H -3.770 -4.191 -0.384
C -4.292 -3.154 1.235
C -5.687 -3.716 1.059
O -5.686 -5.086 0.527
C -5.325 -6.075 1.579
H -1.100 -5.938 2.484
H 0.062 -6.115 1.062
H -1.379 -7.152 1.355
H -0.242 -3.737 0.583
H -1.260 -3.565 1.976
H -1.639 -3.219 -1.057
H -1.883 -1.961 0.212
H -4.219 -2.107 1.528
H -3.700 -3.631 2.016
H -6.132 -3.266 0.172
H -6.397 -3.511 1.861
H -4.293 -5.868 1.862
H -5.481 -7.078 1.183
H -5.991 -6.058 2.441
C 1.668 -1.797 -1.009
O 0.634 -2.232 -1.916
C 0.788 -1.992 -3.343
C 0.711 -0.581 -3.712
N -0.246 0.264 -2.836
H -1.168 -0.126 -2.969
H -0.131 0.033 -1.860
C -0.084 1.760 -3.089
C -0.622 2.318 -4.376
O -0.726 1.498 -5.512
C -1.542 2.031 -6.578
H 1.463 -2.137 0.006
H 1.763 -0.714 -0.922
H 2.658 -2.090 -1.357
H 0.027 -2.574 -3.864
H 1.740 -2.451 -3.610
H 0.445 -0.470 -4.763
H 1.621 -0.044 -3.444
H 0.981 1.948 -2.951
H -0.541 2.262 -2.236
H 0.032 3.127 -4.700
H -1.618 2.711 -4.169
H -1.063 2.883 -7.061
H -2.512 2.295 -6.157
H -1.815 1.362 -7.394
Sn -3.515 1.522 -0.017
S -2.411 -0.241 3.522
O -1.530 -1.300 3.098
O -3.332 0.106 2.437
O -3.173 -0.587 4.713
O -1.278 0.630 3.695
S 0.072 1.276 0.568
O 1.263 1.625 -0.220
O 0.350 0.634 1.873
O -0.792 2.456 0.774
O -0.734 0.275 -0.142
C 3.439 -2.879 2.287
C 2.324 -1.908 2.687
O 1.131 -2.159 2.579
O 2.431 -0.747 3.139
H 4.221 -2.912 3.046
H 3.860 -2.507 1.353
H 3.161 -3.923 2.144
N 3.854 1.740 0.734
C 4.795 2.542 1.388
C 5.682 1.663 2.077
C 5.474 0.403 1.418
C 4.417 0.545 0.556
H 2.996 2.055 0.302
H 4.610 3.604 1.462
H 6.407 1.819 2.862
H 5.975 -0.543 1.559
H 3.951 -0.092 -0.181
N 1.832 4.360 -1.268
C 0.934 4.818 -2.150
C 1.553 5.414 -3.194
C 2.862 5.311 -2.940
C 3.058 4.506 -1.821
H 1.609 3.790 -0.464
H -0.092 4.567 -1.928
H 0.950 5.665 -4.054
H 3.633 5.642 -3.619
H 3.942 4.090 -1.361
N 0.184 4.367 2.754
C 0.161 5.765 2.679
C 0.542 6.309 3.907
C 1.108 5.311 4.635
C 0.843 4.095 3.903
H -0.184 3.700 2.091
H -0.203 6.220 1.770
H 0.371 7.362 4.072
H 1.415 5.356 5.669
H 0.902 3.052 4.178
```

Results of the Mulliken charge analysis, in e, for atoms 1 through 2:
1 Fe 0.475
2 C -0.826

Computed values of calculated total energy (unit: eV) for the preceding records, in sequence: -91759.410, -125764.441.
Computed values of F_max (unit: eV Å⁻¹) for the preceding records, in sequence: 4.4, 7.4.